82
Properties=species:S:1:pos:R:3:mulliken_charge:R:1 method="wB97M-V/def2-TZVPD" relative_energy_ev=0.4111 gap_ev=6.09 largest_force_ev_per_a=0.52 energy_ev=-78048.55052 lumo_energy_ha=0.0761 total_charge=-1
Pd 0.8016 -0.1494 0.2625 0.46
C -0.9227 4.1647 -0.3020 -1.32
C -2.0014 3.1686 -0.0020 0.34
N -3.2326 3.4678 -0.2858 -0.63
C -4.1928 2.5127 -0.1099 -1.06
C -3.9234 1.2314 0.2659 0.67
C -5.0685 0.2601 0.3234 -0.96
O -5.0286 -0.7215 -0.7211 -0.54
C -2.5852 0.8637 0.6196 -0.21
C -2.3114 -0.5063 0.9063 -0.42
N -1.2693 -1.0041 1.5074 0.10
C -1.3185 -2.3713 1.8076 -0.38
C -2.5224 -3.0424 2.0868 -0.36
C -2.5573 -4.3805 2.4352 -0.82
C -1.3820 -5.1088 2.5465 -0.56
C -0.1762 -4.4676 2.3140 -0.63
C -0.1453 -3.1290 1.9520 0.44
I 1.7288 -2.2530 1.6554 -0.01
C -1.5822 1.8829 0.5889 1.07
O -0.3964 1.7600 0.9666 -0.57
H -1.3306 5.1741 -0.2691 0.36
H -0.5350 3.9778 -1.3084 0.29
H -0.0892 4.0551 0.3879 0.18
H -5.2135 2.8214 -0.3129 0.29
H -6.0074 0.8205 0.2698 0.35
H -5.0767 -0.3087 1.2557 0.32
H -4.7690 -0.2571 -1.5244 0.38
H -3.0729 -1.1919 0.5255 1.14
H -3.4501 -2.4875 2.0512 0.49
H -3.5132 -4.8490 2.6345 0.38
H -1.3982 -6.1544 2.8247 0.36
H 0.7545 -5.0113 2.4146 0.38
N 1.7949 0.3813 4.0249 -0.56
C 1.4726 1.6222 3.5297 0.41
S 2.6518 2.5642 2.8359 -0.44
N 0.1578 1.9051 3.6647 -0.03
C -0.5881 3.0822 3.5007 0.61
C -1.9712 2.9446 3.6454 -0.27
C -2.8113 4.0311 3.4982 -0.56
C -2.2858 5.2850 3.2144 -0.53
C -0.9140 5.4206 3.0802 -0.68
C -0.0578 4.3354 3.2154 -0.38
H 2.6863 0.0558 3.6873 0.32
H 1.0744 -0.3274 3.9862 0.18
H -0.4302 1.1008 3.8257 0.18
H -2.3889 1.9621 3.8402 0.24
H -3.8811 3.8927 3.5915 0.36
H -2.9389 6.1375 3.0814 0.37
H -0.4898 6.3880 2.8388 0.35
H 1.0039 4.4505 3.0742 0.25
C 1.1708 -2.9517 -5.0602 -1.06
C -0.2797 -3.1145 -4.6116 -0.56
C -0.7750 -2.0147 -3.6695 -0.66
C -0.3762 -2.1751 -2.2054 -0.43
N 1.0610 -2.1187 -1.9755 -0.06
C 1.6781 -0.9064 -1.6034 -0.55
S 0.9907 0.6121 -1.9708 -0.27
N 3.0682 -1.0826 -1.5307 0.04
C 3.9366 -0.0291 -1.0336 -0.81
C 4.6847 0.7010 -2.1495 -0.67
C 5.4308 -0.2213 -3.1083 -0.30
C 6.5496 -1.0132 -2.4399 -1.13
H 1.4468 -3.7119 -5.7956 0.40
H 1.8580 -3.0113 -4.2186 0.23
H 1.3174 -1.9722 -5.5220 0.26
H -0.4166 -4.0919 -4.1338 0.25
H -0.9175 -3.1272 -5.5012 0.36
H -1.8697 -1.9811 -3.6934 0.40
H -0.4294 -1.0391 -4.0204 0.23
H -0.7277 -3.1439 -1.8355 0.64
H -0.8791 -1.4056 -1.6118 -0.22
H 1.4112 -2.9034 -1.4460 0.39
H 3.3536 -2.0249 -1.3187 0.38
H 4.6423 -0.4653 -0.3194 0.56
H 3.3357 0.6894 -0.4720 0.18
H 5.3917 1.3960 -1.6811 0.40
H 3.9622 1.3043 -2.7025 0.24
H 5.8452 0.3729 -3.9278 0.37
H 4.7124 -0.9112 -3.5574 0.15
H 7.2463 -0.3500 -1.9199 0.28
H 7.1221 -1.5940 -3.1661 0.36
H 6.1583 -1.7145 -1.6994 0.25



74
Properties=species:S:1:pos:R:3:mulliken_charge:R:1 method="wB97M-V/def2-TZVPD" relative_energy_ev=0.0000 gap_ev=8.63 largest_force_ev_per_a=0.78 energy_ev=-37709.80860 lumo_energy_ha=-0.1717 total_charge=+2
C -6.3216 2.6924 1.8537 -1.90
C -7.0026 1.6015 1.0976 1.26
C -8.3738 1.6367 0.9736 -0.92
C -9.0875 0.6477 0.2923 1.03
N -10.4149 0.7103 0.2178 -0.36
H -10.9585 0.0140 -0.2621 0.14
H -10.9093 1.4693 0.6571 0.22
C -8.3263 -0.4064 -0.3154 1.12
C -8.9393 -1.4356 -1.0539 -0.86
C -8.2004 -2.4285 -1.6411 -1.00
C -6.8127 -2.4169 -1.5087 -0.99
C -6.1836 -1.4272 -0.7933 -0.66
C -6.9155 -0.4009 -0.1720 0.88
N -6.2897 0.5918 0.5600 0.39
C -4.8403 0.5627 0.7128 -1.80
H -4.5671 1.1060 1.6157 0.50
H -4.5233 -0.4699 0.8556 0.39
C -4.1337 1.1901 -0.4949 -0.07
C -2.6148 1.2432 -0.3221 -0.99
C -1.9470 -0.1318 -0.3349 -0.42
C -0.4248 -0.0191 -0.4239 -0.69
C 0.2393 -1.3957 -0.4257 -0.78
C 1.7276 -1.3620 -0.7745 -0.80
C 2.5945 -0.6919 0.2909 -0.54
C 4.0784 -0.8092 -0.0571 0.06
H 4.2623 -0.3455 -1.0279 0.40
H 4.3448 -1.8642 -0.1492 0.33
C 4.9570 -0.1507 1.0124 -2.01
N 6.3771 -0.2713 0.7062 0.46
C 7.0954 -1.2815 1.2361 1.21
C 8.4450 -1.3907 0.9846 -0.90
C 9.1308 -0.4774 0.1800 1.01
N 10.4423 -0.6028 -0.0085 -0.36
H 10.9662 0.0402 -0.5765 0.14
H 10.9459 -1.3537 0.4342 0.22
C 8.3579 0.5699 -0.4250 1.21
C 8.9376 1.5186 -1.2876 -0.83
C 8.1858 2.5041 -1.8711 -1.02
C 6.8178 2.5653 -1.6097 -0.93
C 6.2217 1.6553 -0.7709 -0.83
C 6.9686 0.6400 -0.1498 0.95
H 5.1612 1.7402 -0.6134 0.33
H 6.2180 3.3328 -2.0728 0.44
H 8.6442 3.2237 -2.5296 0.41
H 9.9932 1.4742 -1.5031 0.26
H 8.9933 -2.2036 1.4324 0.35
C 6.4457 -2.2907 2.1218 -1.88
H 5.5604 -2.7231 1.6617 0.32
H 6.1563 -1.8440 3.0733 0.39
H 7.1435 -3.0944 2.3363 0.38
H 4.7631 -0.6147 1.9780 0.51
H 4.7064 0.9060 1.1161 0.36
H 2.3255 0.3619 0.3778 0.27
H 2.4082 -1.1657 1.2571 0.30
H 2.0712 -2.3902 -0.9074 0.40
H 1.8613 -0.8452 -1.7270 0.36
H 0.1056 -1.8670 0.5504 0.35
H -0.2639 -2.0224 -1.1651 0.42
H -0.1610 0.5083 -1.3431 0.35
H -0.0607 0.5718 0.4183 0.32
H -2.2064 -0.6875 0.5687 0.28
H -2.3073 -0.6992 -1.1963 0.31
H -2.3685 1.7609 0.6074 0.37
H -2.2069 1.8340 -1.1441 0.44
H -4.3758 0.6292 -1.3993 0.45
H -4.5087 2.2060 -0.6358 0.28
H -5.1102 -1.4597 -0.7321 0.36
H -6.2239 -3.1910 -1.9748 0.45
H -8.6843 -3.2102 -2.2036 0.41
H -10.0115 -1.4493 -1.1680 0.27
H -8.9158 2.4526 1.4235 0.34
H -5.9074 2.3170 2.7897 0.39
H -7.0376 3.4703 2.1008 0.39
H -5.5167 3.1429 1.2775 0.35



82
Properties=species:S:1:pos:R:3:mulliken_charge:R:1 method="wB97M-V/def2-TZVPD" gap_ev=1.99 largest_force_ev_per_a=1.46 energy_ev=-53532.55706 lumo_energy_ha=0.0117 total_charge=-1
C 3.1185 2.9145 -0.5076 -1.19
C 2.7083 2.7699 -1.9743 -0.03
C 3.2750 1.5363 -2.6888 -0.40
C 4.7938 1.3226 -2.5600 -0.59
N 5.1940 -0.0705 -2.3592 -0.17
C 6.0292 -0.3176 -1.1738 -0.84
C 5.1689 -0.8177 0.0010 -0.60
C 4.6585 -2.2897 0.0363 1.49
C 3.1607 -2.3993 -0.2788 -1.60
C 4.9411 -2.9232 1.4078 -1.74
N 7.0294 -1.3831 -1.4966 0.56
C 6.7962 -2.2356 -2.6700 -1.14
C 8.3619 -1.0700 -1.3774 0.73
C 8.7770 0.3211 -0.9577 -0.95
O 9.2459 -1.9023 -1.5868 -0.75
H 4.1693 3.1862 -0.3935 0.42
H 2.9248 1.9966 0.0535 0.14
H 2.5326 3.7144 -0.0407 0.41
H 2.9573 3.6912 -2.5133 0.30
H 1.6145 2.6844 -1.9896 -0.10
H 3.0282 1.6420 -3.7537 0.27
H 2.7277 0.6478 -2.3486 0.20
H 5.2007 1.9091 -1.7303 0.18
H 5.2670 1.7164 -3.4747 0.25
H 4.3307 -0.6112 -2.3046 0.12
H 5.7009 -0.6201 0.9407 0.44
H 4.2839 -0.1615 0.0181 -0.32
H 5.2040 -2.8912 -0.6927 -0.11
H 2.7741 -3.3943 -0.0208 0.48
H 2.9586 -2.2598 -1.3472 0.29
H 2.5787 -1.6558 0.2750 0.29
H 6.0107 -3.1266 1.5110 0.37
H 4.6763 -2.2177 2.2056 0.38
H 4.3715 -3.8445 1.5692 0.42
H 5.7724 -2.6128 -2.6610 0.37
H 6.9645 -1.6888 -3.6028 0.30
H 7.4739 -3.0908 -2.6409 0.31
H 9.7231 0.5180 -1.4716 0.34
H 8.0196 1.0625 -1.1962 0.29
H 8.9787 0.3413 0.1169 0.16
C -3.5819 1.8566 -4.6004 -0.44
C -3.8862 2.9753 -3.8381 -0.44
C -3.1729 3.2372 -2.6796 -0.32
C -2.1747 2.3596 -2.3040 0.08
C -1.8534 1.2370 -3.0453 -0.40
C -2.5684 0.9915 -4.2062 -0.46
N -1.4208 2.6299 -1.0647 1.11
O -1.7253 3.6171 -0.4228 -0.64
O -0.5469 1.8482 -0.7613 -0.60
H -4.1419 1.6527 -5.5035 0.38
H -4.6812 3.6417 -4.1391 0.32
H -3.3957 4.0984 -2.0683 0.47
H -1.0638 0.5769 -2.7188 0.53
H -2.3355 0.1188 -4.8007 0.40
C -6.8281 1.1555 2.5548 -0.46
C -6.6304 0.0921 1.6840 0.05
C -6.4409 0.3266 0.3319 -0.55
C -6.4523 1.6340 -0.1161 0.12
C -6.6546 2.7093 0.7290 -0.45
C -6.8455 2.4601 2.0782 -0.50
N -6.2120 1.8930 -1.5467 1.09
O -6.0306 0.9375 -2.2715 -0.61
O -6.1884 3.0504 -1.9162 -0.62
H -6.9673 0.9665 3.6114 0.42
H -6.6216 -0.9218 2.0536 0.21
H -6.2773 -0.4867 -0.3587 0.49
H -6.6527 3.7153 0.3382 0.45
H -6.9993 3.2869 2.7580 0.38
C -5.0827 -2.7190 7.2895 -0.42
C -4.0183 -2.5522 6.4135 -0.46
C -4.2191 -2.6588 5.0466 -0.37
C -5.4952 -2.9306 4.5893 0.20
C -6.5708 -3.1036 5.4403 -0.39
C -6.3545 -2.9961 6.8046 -0.44
N -5.7161 -3.0273 3.1354 0.97
O -4.7569 -2.8842 2.4088 -0.57
O -6.8519 -3.2308 2.7474 -0.60
H -4.9204 -2.6318 8.3556 0.38
H -3.0289 -2.3371 6.7923 0.38
H -3.4059 -2.5327 4.3477 0.47
H -7.5507 -3.3172 5.0409 0.45
H -7.1812 -3.1279 7.4890 0.37